(1)
DFT (ωB97M-V/def2-TZVPD) results for a molecular structure, C12H48F3N24O12Y at a distorted geometry.

CARTESIAN COORDINATES (ANGSTROEM)
1 Y -3.360305 11.582082 -1.201604
2 F -2.199516 11.006974 -3.181821
3 F -3.172262 13.893820 -1.129962
4 F -3.045212 11.869710 1.163922
5 O -0.950822 11.938217 -0.842437
6 O -2.684330 9.293927 -0.607064
7 O -4.816051 10.042435 -2.022355
8 O -2.553827 15.538320 4.302768
9 O -1.624869 7.416285 2.577913
10 O -4.848500 12.482221 -3.053661
11 O -4.809303 7.223966 1.264261
12 O -5.508721 11.931850 -0.155551
13 O 0.513122 10.318443 4.083272
14 O -2.908637 18.825515 -0.835609
15 O -4.954229 8.774686 4.331825
16 O -7.004985 16.288539 1.703472
17 N -6.759462 10.664105 1.257218
18 N -1.047711 8.722339 -1.880449
19 N -0.819850 10.365915 2.360761
20 N -5.367685 5.345853 0.162074
21 N -3.914187 9.733347 2.709792
22 N -4.029055 5.248850 1.790724
23 N 1.128185 12.412934 -0.350393
24 N -1.605701 7.477256 -0.166501
25 N -2.689782 16.560830 -0.696286
26 N -1.174159 7.479068 4.699115
27 N -6.885645 13.211631 -3.147460
28 N -3.490868 17.416426 -2.460218
29 N -6.454547 12.664053 1.594071
30 N -5.147458 17.300593 1.158131
31 N -6.754167 9.479028 -2.788169
32 N -5.519241 13.789799 -4.826162
33 N -2.100433 14.843712 2.229968
34 N -5.419203 15.540790 0.222889
35 N -0.908380 11.951523 3.818961
36 N -1.758396 5.606474 3.833283
37 N -3.837573 14.096851 3.141423
38 N -5.924146 8.337549 -1.180746
39 N -0.250843 14.068395 -0.577699
40 N -5.031412 10.917697 4.169459
41 C -1.770418 8.558239 -0.839468
42 C -4.718948 6.048557 1.026628
43 C -2.997988 17.671204 -1.273299
44 C -5.677142 13.152532 -3.659500
45 C -0.096074 12.783703 -0.585126
46 C -4.658316 9.765326 3.767993
47 C -0.325206 10.846797 3.459850
48 C -1.462451 6.813407 3.640990
49 C -5.743430 9.286163 -2.034178
50 C -5.926341 16.317509 1.085955
51 C -2.881867 14.930651 3.288310
52 C -6.215353 11.751125 0.788437
53 H -4.301650 17.316696 0.606364
54 H -4.133153 4.252193 1.664538
55 H -2.965978 15.710279 -1.165737
56 H -2.300379 14.251934 1.436305
57 H -2.481103 16.566330 0.291902
58 H -6.053328 13.588628 1.659473
59 H -6.049475 14.868110 -0.189849
60 H -7.099376 12.433577 2.336480
61 H 0.553034 14.650189 -0.389601
62 H -3.735507 8.816618 2.325358
63 H -6.768770 7.792975 -1.281530
64 H -1.720152 12.350318 3.369409
65 H -5.456172 11.049305 5.076290
66 H -0.551977 7.991132 -2.370013
67 H -0.641520 9.439848 1.999230
68 H -6.431950 13.973837 -5.217559
69 H -0.980972 8.469054 4.647113
70 H -1.499981 10.943850 1.887999
71 H -1.012698 6.905315 5.514491
72 H -1.436012 9.395369 -2.525689
73 H -7.037696 12.630832 -2.335269
74 H -4.427313 15.412012 0.082592
75 H -7.208659 10.642128 2.161560
76 H -6.563426 10.190655 -3.479051
77 H 1.377099 11.435600 -0.295995
78 H -5.863167 5.938728 -0.488386
79 H -6.742440 9.763680 0.799988
80 H -1.254208 15.394505 2.255187
81 H -7.537695 8.846543 -2.866537
82 H -5.381710 18.060604 1.780733
83 H -0.689718 12.223318 4.766811
84 H 1.660445 13.202076 -0.012682
85 H -3.644801 5.687659 2.615287
86 H -0.806671 6.877040 -0.312752
87 H -5.245361 8.106942 -0.469290
88 H -1.691977 5.050516 4.673872
89 H -1.956472 7.656536 0.763510
90 H -7.702252 13.606613 -3.591571
91 H -5.429070 4.341655 0.251100
92 H -3.981757 18.191306 -2.882936
93 H -1.123828 14.421874 -0.942465
94 H -3.810384 13.541765 2.298080
95 H -4.659171 13.944630 -5.332532
96 H -1.781008 5.120510 2.948169
97 H -4.718771 11.719243 3.640408
98 H -4.441666 13.966339 3.940257
99 H -3.568384 10.611105 2.349149
100 H -3.324594 16.552156 -2.955678

Forces on atoms 1 to 2 (eV/Å):
Y 1.633 0.819 -0.568
F -0.791 0.047 1.350

## Properties
Frontier orbital gap = 8.32 eV
Charge = 0
Total energy = -82766.1281 eV
2S+1 = 1
F_max = 0.180 Eh/bohr

=====

(2)
DFT (ωB97M-V/def2-TZVPD) results for 12 unconnected molecules or ions with the total composition C12H48N24O12 at a distorted geometry.

CARTESIAN COORDINATES (ANGSTROEM)
1 O -6.246138 3.388504 1.311523
2 O -4.968033 -4.125471 -3.758309
3 O 1.774046 -5.637818 6.147373
4 O 7.122444 0.833515 0.582012
5 O 2.679582 3.682038 6.003144
6 O 1.627859 -5.664449 -0.185469
7 O 3.668587 7.688208 -2.267713
8 O 0.608966 0.553542 -1.850794
9 O -1.102929 6.185962 -7.907960
10 O 3.910564 -1.506750 -8.495337
11 O -3.634117 0.398041 5.706106
12 O -5.336118 -6.354162 2.919734
13 N 1.484852 -7.790177 0.463962
14 N 6.594093 1.246958 -1.530849
15 N 4.316870 6.529560 -0.520152
16 N 6.186160 -0.743037 -0.599818
17 N -4.301495 -6.552136 1.012350
18 N 2.237286 -1.286662 -7.076900
19 N -0.769163 6.784236 -5.797943
20 N -4.249938 -2.186584 -3.038719
21 N -2.897810 -3.294363 -4.244676
22 N 2.935236 -7.269963 -0.924513
23 N 1.424901 3.550256 4.211129
24 N 4.097697 -0.512186 -6.619203
25 N 0.981045 -3.640473 5.724331
26 N -7.914601 3.245906 -0.175199
27 N -3.349797 2.271772 6.658647
28 N -0.537712 0.082281 -0.020497
29 N 0.888370 5.948159 -6.955834
30 N -7.959849 1.982337 1.560545
31 N 2.818888 1.881353 4.842245
32 N -3.048888 0.524936 7.847616
33 N -4.020310 -4.712597 2.033006
34 N 5.732219 7.072130 -2.125672
35 N -0.801139 1.946924 -0.902639
36 N -0.393645 -5.259326 6.416035
37 C 1.925617 -6.842749 -0.254049
38 C 2.331184 3.081497 5.051448
39 C -3.428225 0.987065 6.708747
40 C 6.630575 0.444133 -0.464921
41 C -7.268845 2.856770 0.866276
42 C -0.156419 0.855660 -0.950537
43 C 0.786802 -4.860360 6.132696
44 C -4.529897 -5.914264 2.115266
45 C -4.149692 -3.232882 -3.765829
46 C 3.426683 -1.207458 -7.440803
47 C 4.493218 7.059619 -1.680907
48 C -0.330919 6.371591 -6.954282
49 H -3.662379 -6.134749 0.350970
50 H 1.231571 -7.469396 1.387562
51 H 6.505955 -1.351365 0.140288
52 H -7.271022 3.891554 -0.609987
53 H -0.364478 2.611042 -1.525826
54 H 0.936633 4.414334 4.398462
55 H 1.900564 -0.841035 -6.235393
56 H -3.435062 2.777831 5.788749
57 H 5.089669 -0.452550 -6.799590
58 H 7.058025 2.144034 -1.519653
59 H -0.078642 6.951560 -5.080117
60 H 0.299099 -2.896448 5.762653
61 H -0.461386 -6.211689 6.745438
62 H 5.993229 7.417291 -3.038274
63 H 1.869861 -8.716811 0.579022
64 H 5.776423 -0.944824 -1.500648
65 H -4.830371 -7.359001 0.713396
66 H -8.909445 1.772771 1.287703
67 H 3.783693 -0.398360 -5.666027
68 H -2.975590 1.252183 8.544636
69 H -5.021463 -1.870347 -2.468770
70 H 3.415342 6.467553 -0.069037
71 H 3.616551 -6.651645 -1.341168
72 H 1.933487 -3.425422 5.466046
73 H 6.142546 0.966511 -2.389663
74 H -1.694278 7.171960 -5.679865
75 H -3.531673 -1.481394 -3.121872
76 H -8.534425 2.681359 -0.738415
77 H -1.091205 0.436116 0.746682
78 H 1.147465 5.236498 -7.624051
79 H 5.163018 6.185751 -0.088949
80 H -2.970915 -4.157150 -4.764647
81 H -7.474464 1.648433 2.380929
82 H -1.478274 2.346775 -0.268826
83 H -1.213493 -4.671164 6.371188
84 H -3.245209 2.739814 7.547517
85 H -3.243484 -0.454686 7.997887
86 H 1.090203 3.134342 3.353751
87 H 2.681051 1.490412 3.921237
88 H -2.090499 -2.870946 -3.809868
89 H -0.041317 -0.794332 0.051846
90 H 1.471398 6.259552 -6.192142
91 H 6.455067 6.961993 -1.428911
92 H 1.707295 -1.435239 -7.923738
93 H -4.216339 -4.142913 2.843641
94 H -3.349133 -4.535236 1.299408
95 H 3.086682 -8.248934 -1.121425
96 H 3.541653 1.696875 5.523184

Forces on atoms 1 to 2 (eV/Å):
O 0.125 -0.397 -0.840
O -0.730 -0.873 -1.333

## Properties
Frontier orbital gap = 8.96 eV
Charge = 0
Total energy = -73557.8914 eV
2S+1 = 1
F_max = 0.166 Eh/bohr
SMILES = NC(N)=O.NC(N)=O.NC(N)=O.NC(N)=O.NC(N)=O.NC(N)=O.NC(N)=O.NC(N)=O.NC(N)=O.NC(N)=O.NC(N)=O.NC(N)=O

=====

Question: What is the formula in the first record?
Answer: C12H48F3N24O12Y

=====

Question: Among the records above, which one has the lowest frontier orbital gap?
Answer: C12H48F3N24O12Y